{"formula": "C15H33Cl2O9P", "method": "ωB97M-V/def2-TZVPD", "total_energy_ha": -2530.189859, "smiles": "C[C@H](Cl)[C@@H]([PH4])Cl.CCOC(=O)OC.CCOC(=O)OC.CCOC(=O)OC", "homo_lumo_gap_ev": 9.335, "multiplicity": 1, "homo_ha": -0.320, "e_lumo_ev": 0.62, "elements": ["Cl", "Cl", "P", "O", "O", "O", "O", "O", "O", "O", "O", "O", "C", "C", "C", "C", "C", "C", "C", "C", "C", "C", "C", "C", "C", "C", "C", "H", "H", "H", "H", "H", "H", "H", "H", "H", "H", "H", "H", "H", "H", "H", "H", "H", "H", "H", "H", "H", "H", "H", "H", "H", "H", "H", "H", "H", "H", "H", "H", "H"], "positions_angstrom": [[0.53347, -7.51142, 5.51009], [1.41617, -4.56191, 2.50093], [-1.33143, -6.14371, 3.50200], [-1.04229, -0.44529, 3.40616], [-2.54026, 4.04138, -1.37406], [2.10953, 2.24070, -5.92325], [1.13455, 0.12592, 3.22858], [1.54694, 0.98531, -7.58634], [-1.02750, 3.17071, -0.10299], [0.12664, 1.15467, -5.84241], [-0.33603, 1.70327, 3.31401], [-0.37741, 4.60634, -1.72009], [-1.23329, 3.99637, -1.12924], [2.20760, 1.82543, -3.51748], [1.46030, -1.27143, 3.21771], [-0.16974, 0.38062, 3.32823], [-2.92715, 4.84095, -2.50996], [1.17609, 1.40857, -6.37718], [-2.71334, 4.09679, -3.80863], [0.60083, 0.12254, -8.22600], [1.59443, -6.08871, 3.45657], [0.35185, 2.98141, 0.23158], [-2.21654, 2.09049, 4.83074], [-1.70446, 2.15683, 3.41024], [0.43106, -6.08918, 4.42800], [1.85325, 2.79741, -4.61868], [2.99216, -6.15480, 4.03651], [0.51824, -0.81755, -7.68276], [2.08641, 2.31022, -2.54869], [-1.42502, -4.74062, 3.60740], [0.46738, -5.19886, 5.06223], [1.45636, -6.89832, 2.73211], [-0.68313, -6.67854, 2.36024], [1.21526, -1.72166, 4.17793], [-3.98188, 5.04751, -2.33996], [3.73045, -6.18964, 3.23447], [-2.37262, 5.77830, -2.48767], [-2.61682, -6.21297, 2.82730], [2.52897, -1.32186, 3.03574], [-1.65455, 3.90873, -3.97990], [-2.27173, 1.05978, 5.17649], [0.99379, -0.04949, -9.22312], [0.81052, 3.10628, -4.56013], [3.09247, -7.05782, 4.63971], [-1.56559, 2.65600, 5.49816], [-1.79126, -6.99101, 4.53753], [-3.24173, 3.14351, -3.79608], [0.36791, 2.39812, 1.14604], [3.24300, 1.49596, -3.61181], [2.48102, 3.68490, -4.57677], [3.19589, -5.28463, 4.66257], [-3.21637, 2.52376, 4.87640], [0.85796, 2.44264, -0.56809], [0.90991, -1.77962, 2.43036], [-0.37779, 0.59558, -8.27507], [-3.09555, 4.69273, -4.63825], [1.56021, 0.94957, -3.54931], [-2.31774, 1.56910, 2.72850], [0.84548, 3.93815, 0.39072], [-1.66491, 3.18243, 3.04870]], "mulliken_charge": [-0.189, -0.170, 0.169, -0.579, -0.388, -0.357, -0.343, -0.342, -0.310, -0.559, -0.373, -0.577, 0.828, -0.946, -0.722, 0.763, -0.233, 0.769, -0.689, -0.633, 0.028, -0.227, -1.257, -0.166, -0.457, 0.100, -1.364, 0.292, 0.177, 0.025, 0.374, 0.377, 0.048, 0.338, 0.302, 0.365, 0.313, 0.055, 0.310, -0.049, 0.325, 0.214, 0.006, 0.386, 0.315, 0.059, 0.296, -0.051, 0.336, 0.309, 0.310, 0.373, 0.095, 0.296, 0.301, 0.372, 0.324, 0.353, 0.346, 0.331]}